# 1
Entry from the OMol25 dataset: an isolated ion of composition CCl2FO2S and charge -1 at a distorted geometry (wB97M-V/def2-TZVPD).

```
! RIJCOSX wB97M-V def2-TZVPD def2/J DEFGRID3
* xyz -1 1
C -0.59950 -0.32913 0.34791
O 0.76153 1.12797 -1.48933
O 2.12077 -0.02774 0.23134
F -0.58544 -0.76346 1.61197
S 1.00958 0.92700 -0.08519
Cl -0.68492 -1.59126 -0.80067
Cl -2.02201 0.65662 0.18396
*
```

HOMO level: -3.88 eV
relative energy (zero: lowest compared OMol25 entry of this formula, charge and spin): 0.0 kJ/mol
LUMO energy: 3.52 eV
energy: -43730.6958 eV
gap between HOMO and LUMO: 0.2722 Ha

***

# 2
Entry from the OMol25 dataset: CCl4O2P as an isolated structure at a distorted geometry (wB97M-V/def2-TZVPD).

```
! RIJCOSX wB97M-V def2-TZVPD def2/J DEFGRID3
* xyz -1 1
C -0.83269 0.19950 -0.04096
O 1.18885 -1.40875 -1.09306
O 1.16796 -0.89441 1.52272
P 0.94570 -0.40736 0.13077
Cl -1.18984 0.75792 -1.60704
Cl -1.84274 -1.15254 0.26058
Cl -1.30945 1.52800 1.08677
Cl 1.87221 1.37763 -0.25978
*
```

HOMO level: -5.61 eV
relative energy (zero: lowest compared OMol25 entry of this formula, charge and spin): 18.4 kJ/mol
LUMO energy: 3.21 eV
energy: -64514.9500 eV
gap between HOMO and LUMO: 0.3239 Ha

***

# 3
Entry from the OMol25 dataset: a 2-piece molecular cluster, CClF2O2S overall at a distorted geometry (wB97M-V/def2-TZVPD).

```
! RIJCOSX wB97M-V def2-TZVPD def2/J DEFGRID3
* xyz -1 1
C 0.51085 1.03487 0.36682
O 0.46743 -2.44648 -0.91122
O -1.93986 -1.71589 -0.92631
F 0.18698 1.70714 -0.75196
F 1.86963 1.20065 0.64611
S -0.69990 -1.80529 -0.21241
Cl -0.39513 2.02499 1.78897
*
```

HOMO level (spin up / spin down): -3.50 / -3.50 eV
relative energy (zero: lowest compared OMol25 entry of this formula, charge and spin): 147.0 kJ/mol
LUMO energy (spin up / spin down): 3.02 / 3.02 eV
energy: -33924.6158 eV
gap between HOMO and LUMO (spin up / spin down): 0.2397 / 0.2395 Ha

***

# 4
Entry from the OMol25 dataset: an isolated ion of composition CClF2O3S and charge -1 at a distorted geometry (wB97M-V/def2-TZVPD).

```
! RIJCOSX wB97M-V def2-TZVPD def2/J DEFGRID3
* xyz -1 1
O -1.63468 0.99790 -0.08987
S -0.58610 0.32420 -0.81106
O 0.41737 1.19636 -1.39153
O -0.87595 -0.84553 -1.62227
C 0.45150 -0.36564 0.61794
F -0.13182 -1.30376 1.52445
F 1.51678 -1.05100 0.23943
Cl 0.84289 1.04746 1.53291
*
```

HOMO level: -5.71 eV
relative energy (zero: lowest compared OMol25 entry of this formula, charge and spin): 52.7 kJ/mol
LUMO energy: 3.62 eV
SMILES: O=S(=O)([O-])C(F)(F)Cl
energy: -35974.0049 eV
gap between HOMO and LUMO: 0.3430 Ha

***

# 5
Entry from the OMol25 dataset: one molecule with the formula CClF3 at a distorted geometry (wB97M-V/def2-TZVPD).

```
! RIJCOSX wB97M-V def2-TZVPD def2/J DEFGRID3
* xyz 0 1
F 1.04091 -0.80008 0.42529
C -0.03180 -0.04390 -0.03481
F -0.52724 -0.59851 -1.10581
F -0.98315 -0.13184 0.91280
Cl 0.50128 1.57433 -0.19748
*
```

HOMO level: -12.63 eV
relative energy (zero: lowest compared OMol25 entry of this formula, charge and spin): 12.0 kJ/mol
LUMO energy: 0.77 eV
SMILES: FC(F)(F)Cl
energy: -21712.0319 eV
gap between HOMO and LUMO: 0.4927 Ha

***

# 6
Entry from the OMol25 dataset: a 2-piece molecular cluster, CClF3S overall at a distorted geometry (wB97M-V/def2-TZVPD).

```
! RIJCOSX wB97M-V def2-TZVPD def2/J DEFGRID3
* xyz 0 1
C -1.28539 -0.54847 0.30620
F -1.27361 -0.66020 1.63505
F -0.78670 0.63049 -0.05110
F 3.27189 1.56788 -1.04683
S 3.25800 -0.06294 -1.04039
Cl -2.69494 -1.03991 -0.48434
*
```

HOMO level (spin up / spin down): -10.07 / -9.18 eV
relative energy (zero: lowest compared OMol25 entry of this formula, charge and spin): 273.4 kJ/mol
LUMO energy (spin up / spin down): -0.43 / -2.48 eV
energy: -32543.1060 eV
gap between HOMO and LUMO (spin up / spin down): 0.3542 / 0.2461 Ha

***

# 7
Entry from the OMol25 dataset: CClI3S as an isolated structure (wB97M-V/def2-TZVPD).

```
! RIJCOSX wB97M-V def2-TZVPD def2/J DEFGRID3
* xyz 0 1
C -1.10585 0.34827 -0.40215
S -1.77567 0.19221 1.03530
Cl -1.23747 -1.73062 1.65195
I 2.41435 -1.08845 0.62299
I -1.06945 2.24590 -1.12781
I 2.77409 0.03269 -1.78028
*
```

HOMO level: -8.92 eV
relative energy (zero: lowest compared OMol25 entry of this formula, charge and spin): 11.0 kJ/mol
LUMO energy: -1.66 eV
energy: -48694.4278 eV
gap between HOMO and LUMO: 0.2668 Ha

***

# 8
Entry from the OMol25 dataset: CClIN2O4 as an isolated structure at a distorted geometry (wB97M-V/def2-TZVPD).

```
! RIJCOSX wB97M-V def2-TZVPD def2/J DEFGRID3
* xyz 0 1
C -0.55475 -0.12036 0.18766
N 0.47175 0.87841 0.90174
N 0.30838 -0.89038 -0.72355
O 1.27633 0.40467 1.62714
O 0.36763 1.96410 0.46676
O 1.34459 -0.27888 -1.08167
O -0.03218 -1.94374 -1.16377
Cl -1.53076 -1.02284 1.18161
I -1.65100 1.00901 -1.39592
*
```

HOMO level: -10.46 eV
relative energy (zero: lowest compared OMol25 entry of this formula, charge and spin): 0.0 kJ/mol
LUMO energy: -1.76 eV
energy: -32822.8185 eV
gap between HOMO and LUMO: 0.3200 Ha

***

# 9
Entry from the OMol25 dataset: CClN4O2S as an isolated structure at a distorted geometry (wB97M-V/def2-TZVPD).

```
! RIJCOSX wB97M-V def2-TZVPD def2/J DEFGRID3
* xyz -1 1
C -0.68929 0.74865 -0.44005
N -1.50146 1.03079 0.50225
N -0.72119 1.34478 -1.61188
N -2.22962 1.90779 -0.14381
N -1.75072 2.04687 -1.38421
O 2.81194 -1.17967 0.04329
O 1.53597 -1.21518 2.14905
S 1.55079 -1.29348 0.73414
Cl 0.99359 -3.39055 0.15123
*
```

HOMO level (spin up / spin down): -5.54 / -6.25 eV
relative energy (zero: lowest compared OMol25 entry of this formula, charge and spin): 331.8 kJ/mol
LUMO energy (spin up / spin down): -0.12 / 1.16 eV
energy: -34446.4585 eV
gap between HOMO and LUMO (spin up / spin down): 0.1989 / 0.2725 Ha

***

# 10
Entry from the OMol25 dataset: one molecule with the formula CClNS2 at a distorted geometry (wB97M-V/def2-TZVPD).

```
! RIJCOSX wB97M-V def2-TZVPD def2/J DEFGRID3
* xyz 0 1
N -0.16915 1.23881 -0.79032
C 0.32249 0.22082 -0.58261
S 0.84689 -1.22572 0.09803
S -1.03404 -1.61574 1.48734
Cl -0.38921 -0.75502 3.13327
*
```

HOMO level: -10.09 eV
relative energy (zero: lowest compared OMol25 entry of this formula, charge and spin): 47.9 kJ/mol
LUMO energy: -2.06 eV
SMILES: N#CSSCl
energy: -36718.5740 eV
gap between HOMO and LUMO: 0.2952 Ha

***

# 11
Entry from the OMol25 dataset: CCoO3 as an isolated structure at a distorted geometry (wB97M-V/def2-TZVPD).

```
! RIJCOSX wB97M-V def2-TZVPD def2/J DEFGRID3
* xyz 1 5
O 0.91562 0.21846 -0.22075
C 0.09728 1.02780 -0.55323
O -0.25778 2.03218 -1.01603
O -1.19527 -1.14840 0.80869
Co 0.53160 -1.41676 0.73062
*
```

HOMO level (spin up / spin down): -17.25 / -16.82 eV
relative energy (zero: lowest compared OMol25 entry of this formula, charge and spin): 71.8 kJ/mol
LUMO energy (spin up / spin down): -6.51 / -7.22 eV
energy: -44794.8655 eV
gap between HOMO and LUMO (spin up / spin down): 0.3947 / 0.3529 Ha

***

# 12
Entry from the OMol25 dataset: CCuF2 as an isolated structure at a distorted geometry (wB97M-V/def2-TZVPD).

```
! RIJCOSX wB97M-V def2-TZVPD def2/J DEFGRID3
* xyz -1 3
C 1.01303 -0.14795 0.45798
F -1.36613 1.19538 -0.20300
Cu -0.70561 -0.45381 -0.60424
F 2.27329 0.10099 -0.03291
*
```

HOMO level (spin up / spin down): -1.83 / -3.65 eV
relative energy (zero: lowest compared OMol25 entry of this formula, charge and spin): 46.9 kJ/mol
LUMO energy (spin up / spin down): 4.01 / 3.63 eV
energy: -51108.1441 eV
gap between HOMO and LUMO (spin up / spin down): 0.2146 / 0.2675 Ha